1.
Entry from the OMol25 dataset: 3 unconnected molecules or ions with the total composition C2H4O4S in a non-equilibrium geometry (ωB97M-V/def2-TZVPD).

The value obtained for the HOMO-LUMO gap is 9.00 eV. Its LUMO energy is -1.183 eV.

The geometry in ORCA input format:
```
! RIJCOSX wB97M-V def2-TZVPD def2/J DEFGRID3
* xyz 0 1
C -1.443 -3.187 -0.631
C -0.758 -3.291 0.341
O 1.104 0.727 -1.055
O 3.172 1.392 0.009
O -0.978 2.524 -0.115
O 0.011 2.537 0.982
S 2.082 0.486 0.010
H -1.674 -3.374 -1.640
H -0.496 3.106 1.652
H -0.659 -3.222 1.413
H -0.361 2.302 -0.966
*
```

2.
Entry from the OMol25 dataset: a molecular structure, C26H22BrF5GdN6O3S2 in a non-equilibrium geometry (ωB97M-V/def2-TZVPD).

The value obtained for the HOMO-LUMO gap (spin up / spin down) is 7.04 / 7.09 eV. Its LUMO energy (spin up / spin down) is 2.325 / 2.368 eV.

The geometry in ORCA input format:
```
! RIJCOSX wB97M-V def2-TZVPD def2/J DEFGRID3
* xyz -1 8
Gd 0.128 -0.039 -0.277
C -1.774 0.106 4.197
C -1.620 -0.050 2.712
N -0.859 0.755 2.042
N -0.418 1.800 2.753
C 0.611 2.516 2.348
N 0.698 3.743 2.962
S 1.866 2.091 1.282
C -2.389 -1.058 1.984
C -3.602 -1.533 2.501
C -4.339 -2.456 1.789
C -3.845 -2.916 0.576
C -2.640 -2.399 0.137
N -1.933 -1.491 0.798
H -0.781 0.236 4.628
H -2.245 -0.765 4.647
H -2.346 1.007 4.435
H -0.158 4.118 3.338
H 1.341 4.385 2.534
H -3.970 -1.151 3.442
H -5.286 -2.812 2.174
H -4.380 -3.648 -0.013
H -2.214 -2.742 -0.798
F 5.322 -1.249 -2.703
C 4.312 -0.350 -2.632
C 3.244 -0.578 -1.794
C 2.165 0.309 -1.719
C 2.235 1.476 -2.521
C 3.362 1.687 -3.312
F 3.525 2.832 -4.027
C 4.403 0.786 -3.406
C 1.154 2.486 -2.405
C 0.965 3.545 -3.296
C 0.026 4.519 -3.012
C -0.715 4.434 -1.846
C -0.530 3.315 -1.058
N 0.355 2.362 -1.333
H 3.269 -1.463 -1.160
H 5.256 0.980 -4.041
H 1.547 3.615 -4.201
H -0.119 5.345 -3.698
H -1.443 5.186 -1.577
H -1.115 3.170 -0.155
N 0.507 -2.655 -1.547
H -0.192 -2.570 -2.278
H 0.430 -3.562 -1.108
H 1.417 -2.593 -1.990
Br 3.387 -4.354 4.606
C 2.516 -3.264 3.288
C 1.351 -3.715 2.699
C 0.730 -2.910 1.750
C 1.212 -1.655 1.349
C 2.404 -1.271 1.984
C 3.059 -2.044 2.939
H 0.932 -4.676 2.971
H -0.189 -3.300 1.318
H 2.856 -0.316 1.741
H 3.972 -1.689 3.399
F -3.459 -0.304 -4.304
C -3.370 -0.390 -2.972
F -4.517 0.058 -2.449
F -3.256 -1.696 -2.659
S -1.906 0.596 -2.349
O -1.998 1.776 -3.150
O -2.157 0.736 -0.922
O -0.793 -0.304 -2.609
*
```

3.
Entry from the OMol25 dataset: 2 unconnected molecules or ions with the total composition C3H6O3 (ωB97M-V/def2-TZVPD).

The value obtained for the HOMO-LUMO gap (spin up / spin down) is 7.09 / 3.17 eV. Its LUMO energy (spin up / spin down) is -6.683 / -10.493 eV.

The geometry in ORCA input format:
```
! RIJCOSX wB97M-V def2-TZVPD def2/J DEFGRID3
* xyz 1 2
O -0.330 0.170 1.996
C 0.668 0.538 2.532
C 1.493 1.617 1.870
H 0.894 0.099 3.531
H 2.174 1.069 1.211
H 2.028 2.269 2.557
H 0.804 2.289 1.342
O -0.486 -0.809 -3.297
C -1.059 -0.736 -2.267
O -0.397 -0.833 -1.082
H -2.137 -0.547 -2.221
H -1.022 -0.920 -0.355
*
```

4.
Entry from the OMol25 dataset: a molecular structure, C14H27ClIIrN2P2S in a non-equilibrium geometry (ωB97M-V/def2-TZVPD).

The value obtained for the HOMO-LUMO gap (spin up / spin down) is 7.08 / 5.28 eV. Its LUMO energy (spin up / spin down) is -6.931 / -9.498 eV.

The geometry in ORCA input format:
```
! RIJCOSX wB97M-V def2-TZVPD def2/J DEFGRID3
* xyz 2 5
C -1.399 0.191 -2.058
I 2.913 0.052 -1.055
H -1.135 0.527 -3.072
H -2.119 0.898 -1.601
H -1.943 -0.758 -2.197
Ir 0.098 -0.229 -0.590
P 0.403 2.114 -1.117
C -0.035 3.139 0.336
C 2.008 2.859 -1.702
H 1.842 3.921 -1.931
H -0.343 3.924 -2.527
H 2.324 2.323 -2.609
H -0.351 2.367 -3.424
H 0.694 2.964 1.140
H 2.757 2.756 -0.906
C -0.609 2.860 -2.477
H -0.003 4.191 0.013
H -1.681 2.756 -2.275
H -1.048 2.883 0.678
P 0.404 -2.467 -1.074
C 0.131 -3.494 0.418
C -0.796 -3.066 -2.335
H 2.249 -2.615 -2.673
H 1.809 -4.211 -1.973
H 2.781 -3.034 -1.019
C 1.975 -3.145 -1.753
H -0.647 -2.496 -3.262
H -0.594 -4.132 -2.511
H 0.426 -4.531 0.194
H -0.922 -3.462 0.729
H -1.833 -2.941 -1.997
H 0.763 -3.101 1.226
Cl 0.891 -0.372 -3.242
N -2.742 -1.427 0.665
C -2.002 -0.690 1.514
N -0.742 -0.264 1.279
C -0.166 0.259 2.456
C 1.125 0.752 2.612
C 1.510 1.271 3.858
C 0.625 1.279 4.938
C -0.682 0.777 4.782
C -1.073 0.278 3.546
S -2.625 -0.370 3.118
H -2.418 -1.701 -0.281
H -3.695 -1.661 0.926
H 1.809 0.704 1.761
H 2.508 1.681 3.971
H 0.947 1.662 5.896
H -1.388 0.780 5.606
*
```

What are the energy above the lowest of the compared OMol25 structures with the same formula, charge and spin values for these records? In order: 131.5 0.0 17.6 0.0 kcal/mol.
What are the calculated total energy values for these records? In order: -21157.752 -168541.065 -9339.756 -70794.862 eV.